[1]
ORCA calculation (ωB97M-V/def2-TZVPD) on C7H11BrO in the gas phase at a distorted geometry.

DFT total energy in hartree: -2922.499761
Relative energy (zero: lowest compared OMol25 entry of this formula, charge and spin) in kcal per mole: 29.89
Total charge: 0
E_LUMO in eV: 0.4
Kohn-Sham gap in eV: 10.42
HOMO in eV: -10.0

Structure (XYZ):
```
20
Properties=species:S:1:pos:R:3:forces:R:3
C -1.35219 0.92453 0.59504 2.69 1.13 0.70
C 0.00254 0.13483 0.40545 -0.19 0.05 1.76
C 0.24924 -0.26395 -0.97376 1.88 -0.04 -3.42
C 0.94024 0.75607 -1.90915 -0.77 -2.00 -0.80
C 1.69268 -0.47339 -1.51577 -1.08 2.20 2.30
C 0.05835 -1.05349 1.42946 0.89 -0.05 -3.62
Br 1.62719 -2.27446 1.35811 -0.29 0.29 -0.30
C -1.09832 -1.94540 1.36323 -0.62 -0.99 -0.39
O -1.92578 -2.05004 2.22786 -0.05 0.06 -0.06
H -2.22373 0.36869 0.73085 -1.25 -1.17 0.40
H -1.25100 1.71759 1.38234 -0.18 -0.95 -0.47
H -1.43366 1.43919 -0.32252 -0.41 0.82 -1.08
H 0.82076 0.86252 0.63697 -0.51 -0.70 0.20
H -0.37595 -0.90905 -1.56886 -0.80 -0.18 0.55
H 1.17604 1.63525 -1.46957 0.99 2.55 1.79
H 0.66302 1.01424 -2.93449 -0.24 -0.92 0.15
H 1.77923 -1.19174 -2.21448 0.12 -2.39 -2.35
H 2.54245 -0.49249 -0.85473 0.01 0.56 0.29
H 0.18861 -0.68151 2.33380 0.15 1.76 4.24
H -1.11565 -2.55223 0.43412 -0.33 -0.04 0.08
```
Forces are in eV/Å.

---

[2]
ORCA calculation (ωB97M-V/def2-TZVPD) on a molecular structure, C18H34HgN2OSbSi3.

Spin multiplicity: 2
DFT total energy in hartree: -2153.239867
Total charge: 0
<S²>: 0.8034
E_LUMO (spin up / spin down) in eV: 0.5 / -2.2
Kohn-Sham gap (spin up / spin down) in eV: 7.29 / 4.64
HOMO (spin up / spin down) in eV: -6.8 / -6.8

Structure (XYZ):
```
60
Properties=species:S:1:pos:R:3:forces:R:3
Hg -1.36671 0.65316 -2.32469 -0.05 -0.06 -0.21
O -2.46780 2.91296 -1.19356 -0.33 0.02 0.31
C -3.69612 3.12770 -1.11081 0.19 0.03 -0.02
C -4.26445 4.21644 -1.86820 -0.14 0.21 -0.18
C -5.57946 4.55821 -1.78691 0.10 0.08 -0.09
C -6.43367 3.84171 -0.93260 -0.01 0.00 0.04
C -5.94628 2.78345 -0.19045 0.05 -0.04 0.04
C -4.61664 2.36764 -0.26451 -0.01 -0.06 -0.04
C -4.19881 1.17929 0.45251 0.21 -0.23 0.19
N -3.02762 0.56337 0.40769 -0.04 0.20 -0.13
C -3.13289 -0.53295 1.20574 0.10 0.06 -0.02
C -4.37897 -0.59654 1.76417 0.01 -0.07 0.01
N -5.04693 0.48947 1.28375 -0.09 0.04 -0.02
H -3.58176 4.76464 -2.50434 0.04 -0.06 0.02
H -5.96749 5.38149 -2.37235 0.00 0.00 0.01
H -7.47802 4.11476 -0.86358 0.00 -0.01 0.04
H -6.63924 2.26634 0.46153 -0.02 -0.01 -0.09
H -2.30200 -1.20673 1.33420 0.00 -0.03 0.00
H -4.83377 -1.30517 2.43401 -0.01 0.03 0.01
H -5.99626 0.72697 1.50378 0.01 -0.02 0.01
C 0.85754 -3.49184 2.27031 0.05 0.14 -0.20
Si 1.86303 -3.12520 0.70742 0.06 -0.15 0.01
C 3.69306 -3.34696 1.14870 -0.20 0.19 -0.10
C 1.42842 -4.42690 -0.59473 0.02 0.18 0.11
Sb 1.02908 -0.86534 -0.25833 0.17 -0.21 0.32
Si 2.71259 -0.46775 -2.17600 0.08 -0.05 -0.14
C 2.76080 1.36052 -2.63978 -0.08 -0.13 0.15
C 1.97260 -1.44675 -3.61106 0.02 0.08 0.15
C 4.47002 -1.08645 -1.84900 -0.21 0.08 0.05
Si 1.69556 0.73747 1.65372 0.25 -0.11 0.01
C 0.41830 0.54744 3.03113 0.05 0.00 -0.21
C 3.41305 0.33320 2.34687 -0.21 0.14 -0.08
C 1.63424 2.49655 0.98301 -0.03 -0.16 0.03
H 1.08430 -4.49449 2.64070 0.03 -0.02 -0.02
H -0.21460 -3.44189 2.06824 0.01 0.01 0.00
H 1.08207 -2.78125 3.06843 0.01 0.00 0.00
H 3.86757 -4.37103 1.48905 -0.06 -0.02 0.00
H 4.00389 -2.67060 1.94631 -0.01 0.00 -0.01
H 4.33949 -3.16492 0.28907 -0.01 0.00 0.02
H 1.65027 -5.43229 -0.22828 0.02 0.00 0.03
H 1.99670 -4.27175 -1.51432 0.01 0.00 0.00
H 0.36783 -4.38356 -0.84913 0.00 0.01 0.00
H 1.75796 1.72120 -2.87900 -0.01 -0.01 0.03
H 3.39266 1.52385 -3.51616 0.02 -0.08 -0.02
H 3.15212 1.97617 -1.82795 0.01 -0.02 0.00
H 0.94391 -1.12527 -3.78925 0.00 0.00 0.01
H 1.95210 -2.51654 -3.39110 0.00 0.01 0.02
H 2.53300 -1.30427 -4.53825 0.07 0.03 0.03
H 4.88624 -0.65204 -0.93809 -0.01 -0.01 0.01
H 5.13366 -0.82584 -2.67735 -0.05 0.03 -0.05
H 4.48378 -2.17270 -1.74242 -0.01 0.01 0.01
H 0.36413 -0.48013 3.39609 0.02 0.00 -0.02
H -0.57135 0.82610 2.66340 -0.02 -0.01 -0.01
H 0.65599 1.19344 3.87985 0.06 0.02 -0.02
H 3.39899 -0.62058 2.87786 -0.02 -0.01 -0.02
H 3.74928 1.09992 3.05032 -0.04 0.02 0.01
H 4.15405 0.26259 1.54858 -0.01 -0.01 -0.01
H 0.66235 2.68363 0.51991 0.00 0.01 -0.01
H 2.40323 2.66549 0.22780 0.00 -0.02 0.01
H 1.77697 3.23253 1.77803 0.01 -0.03 0.04
```
Forces are in eV/Å.

---

[3]
ORCA calculation (ωB97M-V/def2-TZVPD) on a molecular structure, C10H10N2O at a distorted geometry.

DFT total energy in hartree: -571.572376
Relative energy (zero: lowest compared OMol25 entry of this formula, charge and spin) in kcal per mole: 158.90
Total charge: 0
E_LUMO in eV: 0.1
Kohn-Sham gap in eV: 9.03
HOMO in eV: -9.0

Structure (XYZ):
```
23
Properties=species:S:1:pos:R:3:forces:R:3
C 3.74181 -1.29376 -0.64245 -0.07 -3.40 2.69
C 1.66942 -0.06972 -0.68773 2.22 0.32 0.05
C 1.18319 1.37127 -0.76360 3.91 1.61 -0.09
C -0.05541 1.60613 -0.36620 -0.42 -0.77 2.73
C -0.76485 0.47324 0.14219 -0.34 -1.74 -0.09
C -2.09118 0.69308 0.48773 0.21 1.40 0.06
C -2.74067 2.06770 0.28388 0.68 0.97 -0.71
C -2.21660 -1.55170 1.02267 -1.07 -2.77 0.26
C -0.94184 -2.03217 0.60411 -3.59 -0.92 -0.31
C -0.25341 -0.89135 0.29206 3.95 1.56 -3.37
H 4.89629 -1.24938 -0.64053 -1.94 0.99 0.62
H 3.14944 -1.68068 0.37921 2.36 0.92 -2.16
H 3.63682 -2.19496 -1.27579 -0.71 0.58 -0.36
H 1.91773 2.41191 -0.83539 -1.72 -3.79 -0.27
H -0.52007 2.52346 0.08899 1.42 -0.46 -1.52
H -2.44234 2.67634 1.39297 -0.95 -1.17 -3.73
H -1.94891 2.35602 -0.82806 -3.64 0.25 3.53
H -3.98025 2.09632 0.07090 3.87 -0.26 0.67
H -2.88775 -2.49045 1.25969 0.47 2.63 0.00
H -0.76661 -3.27120 0.21915 -0.13 4.40 1.70
N -2.72650 -0.25070 1.04858 -1.88 -4.92 1.01
N 1.06171 -1.14947 -0.21851 0.14 3.47 -0.51
O 3.08000 -0.14994 -1.03386 -2.81 1.10 -0.23
```
Forces are in eV/Å.

---

[4]
ORCA calculation (ωB97M-V/def2-TZVPD) on 2 unconnected molecules or ions with the total composition C2H7N5O at a distorted geometry.

DFT total energy in hartree: -429.173562
Relative energy (zero: lowest compared OMol25 entry of this formula, charge and spin) in kcal per mole: 156.82
Total charge: 0
E_LUMO in eV: -0.9
Kohn-Sham gap in eV: 7.50
HOMO in eV: -8.4

Structure (XYZ):
```
15
Properties=species:S:1:pos:R:3:forces:R:3
C 0.77908 -0.74378 0.05064 4.47 -2.73 0.25
C -1.84294 -1.06069 -0.16955 1.00 -0.37 -0.08
H 1.89015 1.57325 1.18372 0.58 -0.95 -3.82
H 1.75136 2.35310 -0.52896 1.70 -4.07 2.37
H 0.01423 1.17363 -0.30951 0.85 -1.76 0.30
H 2.68803 -1.04518 0.00900 1.22 0.97 -0.30
H -0.40839 -2.34843 0.20640 0.63 2.75 0.41
H -2.18777 -2.06662 -0.65201 -0.26 2.32 1.30
H -2.40244 2.14927 -0.36221 1.35 -4.74 3.24
N 2.04812 1.27167 0.04133 -2.23 4.95 1.07
N 0.85630 0.54181 -0.32961 -0.89 2.59 -0.02
N 1.88773 -1.58441 0.20138 -5.84 1.96 0.05
N -0.47460 -1.26020 0.24289 -1.69 -4.31 -0.57
N -2.61763 -0.04989 -0.00123 -0.12 -1.09 -1.77
O -1.98122 1.09647 0.41771 -0.74 4.49 -2.44
```
Forces are in eV/Å.

---

[5]
ORCA calculation (ωB97M-V/def2-TZVPD) on a molecular structure, C3H5AuLiO3 at a distorted geometry.

Spin multiplicity: 4
DFT total energy in hartree: -483.873969
Total charge: +4
<S²>: 3.7804
E_LUMO (spin up / spin down) in eV: -19.3 / -25.0
Kohn-Sham gap (spin up / spin down) in eV: 5.77 / 4.72
HOMO (spin up / spin down) in eV: -25.1 / -29.7

Structure (XYZ):
```
13
Properties=species:S:1:pos:R:3:forces:R:3
H 0.31497 0.39300 0.87579 0.42 -0.13 -0.15
O 0.93881 0.69683 0.13795 -6.69 -3.13 -1.26
C 1.26432 -0.61036 -0.55814 0.05 -3.00 -0.08
C 0.96246 -1.69701 0.40173 0.15 0.48 -0.35
C -3.31369 1.11089 0.17418 2.85 0.52 -1.34
O -2.22769 1.24613 -0.22768 -1.16 -0.21 0.60
O -4.38528 0.96836 0.56155 -3.66 -0.46 1.34
Au 2.22545 1.75372 0.72459 7.12 5.21 3.01
Li -0.63981 1.61427 -1.27952 0.25 0.59 -1.34
H 2.32792 -0.56425 -0.82128 0.31 0.30 -0.26
H 0.62522 -0.64974 -1.44686 0.37 0.05 -0.25
H 1.30150 -1.60705 1.43388 0.11 -0.30 -0.03
H 0.60582 -2.65479 0.02381 -0.12 0.07 0.09
```
Forces are in eV/Å.

---

[6]
ORCA calculation (ωB97M-V/def2-TZVPD) on 12 unconnected molecules or ions with the total composition H23O12 at a distorted geometry.

DFT total energy in hartree: -916.737575
Relative energy (zero: lowest compared OMol25 entry of this formula, charge and spin) in kcal per mole: 53.23
Total charge: -1
E_LUMO in eV: 2.9
Kohn-Sham gap in eV: 9.69
HOMO in eV: -6.8

Structure (XYZ):
```
35
Properties=species:S:1:pos:R:3:forces:R:3
O -0.41300 -1.85100 31.02200 0.18 -0.02 -0.44
H -0.97600 -1.26200 30.53400 -0.15 0.46 -0.90
O 0.14700 -4.12300 29.41700 -0.17 -0.18 0.36
H -0.25200 -3.48700 30.04800 0.49 -0.06 -0.46
H 0.11200 -4.94800 29.91600 0.11 0.09 -0.15
O -2.64000 -3.10500 29.97600 -1.39 -0.79 -0.42
H -1.89100 -2.64900 30.35000 0.62 0.08 0.61
H -3.06200 -3.57100 30.71700 0.28 0.48 -0.27
O -3.22700 1.22900 30.38300 -1.43 1.41 0.44
H -3.41200 2.08200 30.81900 -0.09 -0.57 -0.39
H -2.29000 1.27800 30.22700 1.49 0.08 -0.04
O -0.95200 -3.24700 33.12300 -0.17 -0.48 0.33
H -0.73600 -2.68200 32.33600 -0.24 -0.09 0.91
H -0.66300 -2.82300 33.94300 -0.05 0.09 -0.70
O 0.50100 0.15400 32.66000 1.56 0.07 1.47
H 0.14700 -0.52300 32.06000 0.12 -0.72 0.15
H 1.19400 -0.29300 33.23500 -1.45 0.67 -1.41
O 1.84600 -2.87600 31.98900 0.40 -0.95 0.77
H 1.05400 -2.42300 31.65000 0.77 0.43 -0.32
H 2.65400 -2.36000 31.98900 -0.52 0.47 -0.45
O -2.55900 -0.70100 32.17000 -0.78 0.49 0.55
H -1.76000 -0.99100 31.73500 0.22 -0.39 0.63
H -2.68200 0.19500 31.83200 -0.30 -0.28 0.07
O 1.39200 -0.50700 29.57000 -0.16 -0.21 -0.91
H 0.60800 -1.04600 29.82100 0.59 -0.17 0.52
H 1.60200 -0.89400 28.70900 0.23 0.14 0.18
O -4.11500 -0.83200 28.91200 -1.20 -0.29 -1.64
H -3.55500 -1.56600 29.14800 0.34 -0.75 0.84
H -3.74400 -0.02000 29.23000 0.13 0.57 0.94
O -1.53000 -0.48900 28.32500 0.05 -1.31 2.25
H -2.42400 -0.56900 28.02900 -1.51 -0.37 -0.11
H -1.13200 -0.00500 27.66800 1.83 1.70 -2.45
O -0.54900 1.37800 30.28200 -0.49 1.64 1.32
H -0.50500 0.82400 29.54000 0.37 -1.29 -1.70
H 0.15000 1.06800 30.86300 0.32 0.03 0.43
```
Forces are in eV/Å.